# C22H50IrN3P3S

A structure of composition C22H50IrN3P3S (ωB97M-V with the def2-TZVPD basis set, the Open Molecules 2025 dataset).

Element x y z (Å)
Ir: 0.549 0.571 -0.014
S: 2.505 2.076 -0.679
P: -0.743 -1.294 -0.195
P: 2.168 -1.021 1.061
P: -0.740 1.547 -1.860
N: -0.496 1.809 1.338
N: -2.095 2.402 2.879
N: -1.009 0.291 3.161
C: 2.773 -2.196 -0.215
C: 3.522 0.811 -2.871
C: 3.738 1.270 -1.559
C: -2.581 2.432 4.260
C: -1.097 0.405 -3.256
C: -2.632 3.433 2.005
C: 2.780 4.378 -1.896
C: 5.666 -0.188 -1.390
C: -0.757 -2.609 1.086
C: -1.203 1.486 2.410
C: -0.148 3.018 -2.768
C: 3.723 -0.305 1.743
C: 5.090 -1.000 -2.390
C: 3.288 3.673 -2.926
C: -2.562 -1.085 -0.247
C: 4.041 -0.440 -3.169
C: -2.231 -0.432 3.596
C: -0.464 -2.445 -1.600
C: 4.984 0.966 -0.949
C: 0.003 0.363 4.229
C: 1.748 -2.011 2.540
C: -2.417 2.105 -1.336
H: -0.242 3.924 -2.158
H: 3.929 -0.811 2.697
H: -2.722 3.480 4.563
H: -3.069 3.027 1.080
H: 0.569 -2.805 -1.617
H: -0.778 3.163 -3.659
H: -3.432 3.948 2.536
H: -3.546 1.910 4.379
H: 4.291 3.253 -2.701
H: -2.931 -0.462 0.571
H: 2.889 1.367 -3.542
H: -1.443 1.014 -4.103
H: 1.986 5.107 -1.938
H: -1.879 -0.317 -2.996
H: 3.628 -1.012 -3.986
H: 4.602 -0.426 1.095
H: 6.656 -0.409 -0.968
H: -2.955 -0.477 2.761
H: 5.477 -2.019 -2.518
H: 2.518 -1.935 3.316
H: -1.828 1.991 4.921
H: 0.137 -3.235 1.042
H: 1.648 -3.072 2.295
H: -0.576 2.804 1.084
H: -2.818 1.474 -0.535
H: -2.717 -0.020 4.509
H: -2.927 -0.652 -1.179
H: 2.670 -1.812 -1.238
H: 0.969 0.569 3.765
H: -0.850 -2.189 2.089
H: 3.081 3.758 -4.017
H: 1.489 0.595 -1.462
H: -0.685 -1.995 -2.566
H: -3.097 2.040 -2.195
H: -0.177 -0.120 -3.536
H: -1.854 4.175 1.754
H: 5.310 1.589 -0.101
H: 2.263 -3.160 -0.144
H: 3.563 0.760 1.928
H: -1.618 -3.266 0.918
H: -3.027 -2.073 -0.135
H: -1.935 -1.465 3.833
H: -2.369 3.150 -1.009
H: 3.394 4.402 -0.979
H: -0.206 1.154 4.963
H: 0.821 -1.667 3.004
H: 0.037 -0.595 4.757
H: 3.842 -2.351 -0.029
H: 0.889 2.937 -3.101
H: -1.135 -3.305 -1.458

Output
Relative energy (zero: lowest compared OMol25 entry of this formula, charge and spin), kcal/mol: 74.3
2S+1: 6
Highest occupied orbital energy (alpha / beta), eV: -17.441 / -20.281
Net charge: +4
HOMO-LUMO gap (alpha / beta), eV: 5.68 / 5.05

# C22H50LuN3P3Se

A structure of composition C22H50LuN3P3Se (ωB97M-V with the def2-TZVPD basis set, the Open Molecules 2025 dataset).

Element x y z (Å)
Lu: -0.008 -0.013 0.587
Se: -0.846 0.110 -5.066
P: -0.112 2.674 0.034
P: -2.647 -0.117 -0.255
P: 0.086 -2.713 0.103
N: 1.463 0.003 4.916
N: -0.788 0.058 4.104
N: 0.975 -0.007 2.626
C: -0.815 3.194 -1.586
C: 0.853 0.104 -5.967
C: -1.024 3.762 1.192
C: 1.506 3.534 -0.012
C: -0.554 -3.300 -1.521
C: -3.638 -1.563 0.275
C: -1.578 0.010 2.885
C: 0.551 0.022 3.919
C: 2.471 0.085 -0.217
C: 2.003 -0.117 -5.190
C: -2.945 -0.162 -2.050
C: -0.751 -3.859 1.261
C: 2.279 0.390 -7.928
C: 1.175 0.008 6.354
C: -1.560 0.168 5.334
C: 1.650 0.033 -1.319
C: 3.420 0.207 -7.132
C: 1.770 -3.440 0.078
C: 3.273 -0.047 -5.765
C: -3.755 1.257 0.228
C: 1.000 0.335 -7.356
C: 2.884 -0.053 4.579
H: -1.756 -3.495 1.501
H: -4.768 1.003 -0.113
H: 2.393 0.577 -8.997
H: -0.254 -4.352 -1.658
H: 3.118 -0.961 4.006
H: -4.664 -1.414 -0.089
H: 0.743 0.962 6.684
H: 3.468 -0.068 5.500
H: -3.766 1.382 1.320
H: -1.346 -0.923 2.335
H: 4.146 -0.195 -5.130
H: -0.556 3.700 2.184
H: 1.435 -0.915 -1.829
H: -0.980 4.804 0.840
H: -0.951 0.325 6.220
H: 2.398 -2.931 -0.662
H: -2.534 0.733 -2.528
H: 0.118 0.480 -7.982
H: -2.247 1.020 5.254
H: -1.648 -3.224 -1.563
H: -0.347 2.630 -2.404
H: -2.072 3.450 1.277
H: 0.533 -0.833 6.645
H: -1.898 3.020 -1.617
H: -3.654 -1.640 1.371
H: 1.354 4.596 -0.254
H: -1.390 0.930 2.288
H: 1.368 0.933 -1.881
H: 1.712 -4.511 -0.166
H: 1.993 -0.030 2.632
H: 1.988 3.454 0.972
H: 1.883 -0.325 -4.131
H: -0.166 -3.919 2.190
H: -2.156 -0.745 5.485
H: 2.162 3.077 -0.760
H: 3.183 0.824 3.990
H: -0.613 4.268 -1.730
H: 2.848 1.029 0.195
H: -0.356 -0.191 -3.635
H: 2.939 -0.812 0.206
H: 2.121 -0.110 6.897
H: -2.474 -1.043 -2.495
H: 4.418 0.259 -7.570
H: -2.632 -0.008 3.139
H: -3.235 -2.493 -0.140
H: 2.230 -3.320 1.069
H: -4.031 -0.202 -2.224
H: -3.441 2.200 -0.233
H: -0.825 -4.863 0.818
H: -0.129 -2.699 -2.338

Output
Relative energy (zero: lowest compared OMol25 entry of this formula, charge and spin), kcal/mol: 0.0
Highest occupied orbital energy (alpha / beta), eV: -13.521 / -16.700
Net charge: +3
HOMO-LUMO gap (alpha / beta), eV: 2.09 / 9.02

# C22H50O16P2

A cluster of 6 separate species, C22H50O16P2 in total (ωB97M-V with the def2-TZVPD basis set, the Open Molecules 2025 dataset).

Element x y z (Å)
P: 21.723 -5.081 -9.928
P: 19.718 -8.357 -6.746
O: 20.238 -4.567 -10.154
O: 22.468 -4.512 -11.234
O: 19.260 -9.816 -6.271
O: 22.253 -9.356 -1.877
O: 17.043 -14.091 -9.268
O: 24.366 -8.713 -2.321
O: 18.796 -7.253 -6.482
O: 15.417 -8.766 -6.478
O: 16.644 -8.571 -4.602
O: 17.592 -11.982 -8.671
O: 21.520 -6.633 -10.168
O: 25.202 -14.054 -8.695
O: 22.387 -4.657 -8.693
O: 20.057 -8.547 -8.284
O: 23.904 -12.255 -8.391
O: 21.131 -8.255 -6.010
C: 15.945 -10.052 -6.815
C: 23.230 -3.322 -10.983
C: 15.652 -13.822 -9.462
C: 22.921 -14.193 -9.293
C: 23.367 -9.311 -2.601
C: 24.129 -13.530 -8.701
C: 24.908 -11.548 -7.660
C: 20.083 -10.936 -6.606
C: 22.588 -7.569 -10.006
C: 15.923 -8.104 -5.459
C: 22.189 -8.629 -0.662
C: 23.246 -10.081 -3.894
C: 19.271 -13.639 -8.811
C: 15.542 -6.661 -5.386
C: 14.828 -11.013 -7.219
C: 17.887 -13.138 -8.873
C: 19.331 -4.641 -9.072
C: 24.745 -10.089 -8.003
C: 21.380 -7.354 -0.841
C: 19.076 -8.898 -9.262
C: 21.943 -7.068 -6.192
C: 14.878 -13.788 -8.157
H: 23.390 -2.858 -11.953
H: 23.098 -8.322 -0.146
H: 14.235 -14.630 -7.917
H: 23.188 -14.666 -10.236
H: 20.498 -7.436 -1.494
H: 22.787 -9.454 -4.657
H: 22.773 -2.583 -10.327
H: 24.924 -9.880 -9.057
H: 19.914 -12.933 -8.291
H: 20.885 -10.722 -7.320
H: 16.155 -6.051 -6.049
H: 22.785 -7.363 -6.824
H: 24.237 -10.383 -4.225
H: 22.328 -6.740 -5.235
H: 19.382 -14.654 -8.443
H: 19.102 -9.947 -9.551
H: 18.608 -3.826 -9.097
H: 15.694 -6.271 -4.381
H: 14.027 -11.079 -6.485
H: 21.864 -6.502 -1.325
H: 18.073 -8.588 -8.962
H: 20.695 -11.204 -5.736
H: 22.498 -14.937 -8.620
H: 14.482 -6.476 -5.579
H: 21.637 -9.265 0.026
H: 24.825 -11.698 -6.585
H: 22.782 -8.124 -10.925
H: 15.623 -12.973 -10.152
H: 23.808 -9.589 -7.724
H: 25.372 -9.381 -7.445
H: 15.307 -11.988 -7.304
H: 18.793 -5.590 -9.004
H: 21.361 -6.372 -6.792
H: 14.363 -10.732 -8.166
H: 19.791 -4.518 -8.084
H: 25.884 -11.901 -7.990
H: 24.187 -3.585 -10.536
H: 22.181 -8.316 -9.324
H: 19.633 -13.611 -9.846
H: 20.883 -7.030 0.077
H: 19.399 -11.725 -6.903
H: 16.392 -10.535 -5.947
H: 15.205 -14.598 -10.092
H: 14.342 -12.842 -8.070
H: 16.701 -9.902 -7.578
H: 22.659 -10.991 -3.767
H: 19.330 -8.264 -10.117
H: 23.507 -7.109 -9.651
H: 15.588 -13.776 -7.324
H: 22.153 -13.467 -9.559

Output
SMILES: COP(=O)(OC)OC.COP(=O)(OC)OC.CCOC(C)=O.CCOC(C)=O.CCOC(C)=O.CCOC(C)=O
Relative energy (zero: lowest compared OMol25 entry of this formula, charge and spin), kcal/mol: 40.9
Highest occupied orbital energy, eV: -9.503
Net charge: 0
HOMO-LUMO gap, eV: 9.87

# C22H51N3O8S2

A cluster of 11 separate species, C22H51N3O8S2 in total (ωB97M-V with the def2-TZVPD basis set, the Open Molecules 2025 dataset).

Element x y z (Å)
S: -3.646 -2.382 -2.744
S: 0.232 1.041 0.241
O: -0.791 3.033 4.097
O: -2.092 -1.094 3.868
O: 1.624 0.553 0.572
O: -3.331 -1.085 -2.125
O: -5.240 0.722 -1.927
O: -6.487 -0.037 0.489
O: 5.760 0.320 1.469
O: -0.775 2.669 -6.371
N: 5.056 -3.734 3.046
N: 2.686 -1.482 -0.687
N: 2.794 2.905 -0.891
C: -3.234 -1.251 4.741
C: 3.878 2.312 -1.597
C: 5.309 -2.830 4.067
C: -5.378 0.127 1.329
C: 3.848 -1.944 2.637
C: -0.416 0.284 -1.325
C: -0.305 1.455 -5.676
C: 4.326 3.295 -2.511
C: -5.018 -2.055 -3.878
C: -4.798 -3.190 -1.522
C: 3.546 4.462 -2.372
C: 2.037 -2.419 -1.473
C: -1.684 2.670 5.179
C: 4.200 -3.196 2.211
C: 4.187 -2.308 -2.124
C: 4.566 -1.694 3.837
C: 3.920 -1.313 -1.174
C: 4.723 1.319 1.681
C: -0.895 0.207 1.405
C: 2.971 -3.017 -2.342
C: -4.484 1.942 -2.005
C: 2.641 4.213 -1.322
H: -6.194 0.236 -0.384
H: -0.478 1.372 -4.603
H: -4.995 1.129 1.521
H: 0.137 0.471 -2.246
H: -4.350 -3.373 -0.545
H: 4.582 -0.671 -0.612
H: -5.583 -2.512 -1.188
H: -5.357 -2.960 -4.381
H: 0.754 1.324 -5.901
H: 5.553 -0.353 2.121
H: 3.749 5.286 -3.040
H: 5.163 -2.598 -2.484
H: 2.881 -3.821 -3.058
H: -5.342 -4.009 -1.993
H: -5.511 -0.322 2.314
H: -1.337 -1.367 4.395
H: 2.130 2.371 -0.349
H: -3.646 1.742 -1.338
H: 4.162 1.278 -1.464
H: -3.039 -0.582 5.579
H: -5.026 2.824 -1.663
H: -3.273 -2.279 5.101
H: -4.170 2.136 -3.031
H: -0.670 3.986 4.093
H: -4.501 -0.425 0.990
H: -2.558 3.320 5.210
H: -2.180 1.728 4.945
H: 1.989 4.954 -0.883
H: 5.893 -3.179 4.906
H: 2.270 -0.877 0.006
H: 3.123 -1.280 2.190
H: -5.858 -1.549 -3.402
H: -1.389 0.836 2.145
H: -4.588 -1.331 -4.570
H: 1.036 -2.703 -1.185
H: 4.477 -0.862 4.519
H: 3.697 0.959 1.607
H: -0.685 0.530 -6.111
H: -4.195 -0.917 4.351
H: -1.212 2.517 6.150
H: -1.332 0.789 -1.630
H: -0.760 -0.750 -1.281
H: 5.319 -4.709 3.027
H: -1.765 -0.262 0.946
H: 3.835 -3.700 1.328
H: 5.226 3.270 -3.106
H: -0.446 -0.612 1.968
H: 4.923 2.130 0.981
H: 4.911 1.675 2.694
H: -0.343 2.696 -7.228
H: -4.759 -0.056 -2.219

Output
2S+1: 2
Highest occupied orbital energy (alpha / beta), eV: 0.510 / -5.541
Net charge: -1
HOMO-LUMO gap (alpha / beta), eV: 0.99 / 7.65

# C22H51N4OP2Tb

A structure of composition C22H51N4OP2Tb (ωB97M-V with the def2-TZVPD basis set, the Open Molecules 2025 dataset).

Element x y z (Å)
Tb: -0.063 0.037 -0.846
P: -0.033 2.632 -1.172
P: -0.031 -2.504 -1.493
O: -3.599 -0.022 0.195
N: 0.686 -0.169 1.222
N: 1.852 -0.357 3.215
N: -0.386 0.208 3.301
N: 1.756 0.107 -2.097
C: -0.336 1.188 4.387
C: -0.980 -3.073 1.138
C: 0.436 -4.802 -0.095
C: -0.987 2.863 1.506
C: -0.805 -4.358 -3.311
C: -1.312 3.354 -2.227
C: 3.135 -0.476 2.512
C: -2.695 3.398 -1.545
C: 1.858 -0.771 4.617
C: -2.695 -3.218 -1.960
C: -1.311 -3.088 -2.631
C: 0.708 -0.117 2.583
C: 0.434 4.734 0.504
C: 0.178 -3.325 0.159
C: -2.545 0.006 -0.276
C: -1.696 -0.443 3.148
C: -0.806 4.698 -2.743
C: 0.173 3.237 0.567
C: 2.509 -1.140 -1.855
C: 1.660 -2.369 -2.285
C: 2.504 1.318 -1.699
C: 1.657 2.592 -1.973
H: -1.299 0.139 -3.793
H: -2.351 0.023 3.903
H: 3.451 -1.161 -2.446
H: -3.439 -3.442 -2.742
H: 0.193 4.590 -3.192
H: -1.152 1.776 1.566
H: -1.933 -3.509 0.802
H: -0.748 -5.184 -2.587
H: -3.440 3.717 -2.293
H: -0.492 -5.297 -0.420
H: 1.072 2.704 0.938
H: 2.174 3.516 -1.662
H: 0.193 -4.196 -3.744
H: -3.002 2.406 -1.172
H: -2.702 4.107 -0.702
H: 0.775 5.070 1.492
H: -0.722 3.183 2.525
H: -1.941 3.334 1.219
H: -0.747 5.428 -1.922
H: 0.776 -5.257 0.844
H: -0.709 -3.492 2.122
H: -3.003 -2.281 -1.466
H: 2.831 -1.286 -0.788
H: 1.127 -1.578 4.810
H: 2.861 -1.129 4.825
H: -0.495 0.692 5.357
H: 1.628 -0.387 0.915
H: -0.608 -0.032 -4.074
H: -1.380 2.635 -3.068
H: 1.219 4.974 -0.229
H: 3.407 0.465 2.003
H: 1.427 -2.296 -3.362
H: -1.382 -2.273 -3.378
H: 3.448 1.417 -2.280
H: 3.867 -0.685 3.291
H: -0.492 5.270 0.243
H: 1.616 0.077 5.270
H: -1.492 -4.624 -4.126
H: 1.220 -4.947 -0.853
H: -2.139 -0.277 2.168
H: -1.149 -2.001 1.298
H: -1.492 5.064 -3.518
H: 2.815 1.326 -0.620
H: 1.076 -2.844 0.598
H: -1.153 1.909 4.236
H: 2.176 -3.325 -2.092
H: -2.701 -4.027 -1.212
H: -1.641 -1.521 3.362
H: 1.427 2.656 -3.051
H: 0.612 1.734 4.379
H: 3.148 -1.302 1.779

Output
2S+1: 7
Highest occupied orbital energy (alpha / beta), eV: -13.500 / -13.447
Net charge: +2
HOMO-LUMO gap (alpha / beta), eV: 7.11 / 7.15

- Look up the net charge of the third one.
  0